[1]
DFT (ωB97M-V/def2-TZVPD) results for a 8-piece molecular cluster, H16O8 overall in a non-equilibrium geometry.

Geometry as XYZ:
```
24
Properties=species:S:1:pos:R:3
O -3.0404 1.6606 2.3816
O 0.1963 3.6513 -1.2124
O 4.6276 -2.0525 -0.3166
O 0.1477 -0.1537 -1.5124
O 2.3343 2.2573 0.5250
O -3.6046 -1.8366 -1.7447
O 1.9880 -0.8013 1.5330
O -1.8626 -2.3712 1.3539
H 3.7332 -1.6959 -0.2405
H 1.6290 1.9267 0.0081
H -2.4237 -1.9092 0.6958
H -4.3026 -2.2448 -2.3501
H -0.1404 0.6214 -0.9621
H 2.7323 -0.5650 0.8435
H -3.9202 1.2759 2.3496
H -0.1528 -0.8405 -0.9226
H -0.1375 4.4119 -0.6516
H 4.8823 -2.5731 0.4014
H -0.3092 3.7935 -1.9662
H 2.9468 1.5141 0.4468
H -1.3037 -2.9574 0.8558
H -3.0528 -1.3226 -2.3559
H -2.9434 1.9775 1.4374
H 1.9764 -1.7664 1.4031
```

Properties
Frontier orbital gap = 11.1 eV
Maximum force = 3.479 eV/A
HOMO energy = -11.129 eV
Spin multiplicity = 1
Energy = -16638.4620 eV
Structure (SMILES) = O.O.O.O.O.O.O.O
ΔE to the lowest compared entry with this formula, charge and spin = 3.549 eV



[2]
DFT (ωB97M-V/def2-TZVPD) results for CF3O6S3 as an isolated structure in a non-equilibrium geometry.

Geometry as XYZ:
```
13
Properties=species:S:1:pos:R:3
S -1.5475 -0.2522 0.0336
S 0.6010 1.4432 0.0232
S 0.7630 -1.3306 0.1406
F -1.8269 1.4897 0.1997
F 1.2939 -1.0903 -1.4148
F 2.1649 0.8761 0.2137
O -0.3005 -2.2856 0.2024
O -1.5642 -0.5324 -1.3225
O 1.9822 -1.7194 0.8233
O 0.5135 1.5646 -1.4255
O -2.6240 -0.6959 0.8535
O 0.5355 2.5303 0.9440
C 0.0092 0.0026 0.7288
```

Properties
Frontier orbital gap (alpha / beta) = 4.7 / 7.0 eV
Maximum force = 7.724 eV/A
HOMO energy (alpha / beta) = -1.311 / -7.769 eV
Spin multiplicity = 3
Total charge = -1
Energy = -53973.6111 eV



[3]
DFT (ωB97M-V/def2-TZVPD) results for a 2-piece molecular cluster, C4H12O2S overall in a non-equilibrium geometry.

Geometry as XYZ:
```
19
Properties=species:S:1:pos:R:3
S -3.1460 0.7216 -0.0268
O 0.1278 2.7047 -2.0083
O 2.6227 -0.1149 0.8060
C 1.9202 -0.9214 -0.1451
C -0.4241 0.0473 0.0764
C -1.7311 -0.0386 0.8385
C 0.4870 -1.2008 0.3107
H 0.5192 -1.3894 1.3905
H -1.5993 0.3551 1.8347
H 0.0940 0.9459 0.4034
H 1.9133 -0.3284 -1.0709
H -0.4257 0.0816 -0.9896
H 2.7965 -0.6798 1.5642
H 0.0437 -2.0367 -0.2231
H 0.6713 2.9051 -1.2315
H 2.4713 -1.8618 -0.2589
H -2.0592 -1.0667 0.9618
H -3.5988 -0.4425 -0.5878
H -0.6828 2.3196 -1.6444
```

Properties
Frontier orbital gap (alpha / beta) = 2.1 / 8.1 eV
Maximum force = 1.810 eV/A
HOMO energy (alpha / beta) = 0.933 / -5.146 eV
Spin multiplicity = 2
Total charge = -1
Energy = -19271.3056 eV
ΔE to the lowest compared entry with this formula, charge and spin = 0.351 eV



[4]
DFT (ωB97M-V/def2-TZVPD) results for C33H34N2O5SnTe4 as an isolated structure in a non-equilibrium geometry.

Geometry as XYZ:
```
79
Properties=species:S:1:pos:R:3
Te 2.1767 2.3737 -2.2694
Te 1.1745 4.1870 -5.3608
Te -0.1632 2.9535 -3.3794
Te 3.6129 3.5970 -4.4008
Sn 0.6213 -0.2310 -2.3202
O -1.9633 -0.4982 2.0743
O 0.4962 -1.3604 -0.4874
O 2.7599 -1.3248 -2.7305
O -1.7076 1.6556 1.4585
O 0.3611 1.5097 -0.8207
N 2.5389 -3.5535 -2.9900
N 3.6741 -2.6861 -1.1923
C 0.5969 1.7875 0.5227
C -2.2882 -3.0731 1.1958
C 2.8423 0.5950 0.2584
C 4.1257 0.3061 0.6923
C 1.5911 4.1541 0.7217
C -0.7954 5.2776 -0.0902
C 1.7475 -3.4527 -4.1886
C -2.9761 -2.0317 -2.7857
C 0.3079 6.0915 0.0930
C -3.5491 -0.7939 -3.0436
C -1.5147 -5.2248 1.9251
C -3.9418 0.8735 1.8411
C 3.6487 1.4060 2.7531
C -3.2467 0.2760 -2.2211
C -1.8103 -1.1150 -0.8701
C -0.6988 -0.4378 1.4281
C 2.3859 1.7283 2.2979
C -0.7325 -1.3637 0.1701
C -0.2372 -4.9058 1.4957
C 4.5390 0.7219 1.9418
C -1.0039 -2.7392 0.7796
C 0.4826 3.3270 0.5666
C 2.9498 -2.4723 -2.3088
C -2.3836 0.1189 -1.1440
C -2.4788 0.8078 2.2795
C -0.7076 3.9172 0.1432
C 1.4953 5.5204 0.5086
C -2.1087 -2.1822 -1.7196
C -2.3711 1.2023 3.7646
C -2.5377 -4.3018 1.7740
C 0.0150 -3.6650 0.9330
C -0.4139 1.0938 1.4659
C 1.9650 1.3420 1.0261
H 2.6047 -4.4599 -2.5525
H -3.0551 0.5915 4.3472
H -1.7253 5.6999 -0.4443
H 0.5698 -5.6175 1.6079
H -2.1699 0.9611 -0.5085
H -4.2198 -0.6676 -3.8810
H -1.3640 1.0491 4.1442
H -3.2093 -2.8836 -3.4114
H -1.7215 -6.1926 2.3606
H 0.6787 -3.5322 -3.9671
H 1.7223 2.3056 2.9301
H 3.7054 -3.6032 -0.7827
H -4.2618 1.9112 1.8291
H -3.5377 -4.5378 2.1122
H 2.3696 6.1353 0.6466
H 2.0294 -4.2459 -4.8778
H 5.5390 0.5146 2.2878
H -1.5789 3.3013 -0.0144
H 3.9488 1.7108 3.7441
H -4.5540 0.3068 2.5362
H -0.0065 1.2457 2.4784
H 4.8110 -0.2259 0.0462
H -3.0865 -2.3547 1.0863
H 2.5121 0.1878 -0.6812
H 1.0097 -3.3954 0.6070
H 1.9460 -2.4884 -4.6527
H 0.2520 7.1538 -0.0929
H -3.6937 1.2424 -2.4184
H 3.7509 -1.9043 -0.5585
H -2.6386 2.2496 3.8761
H 0.0549 -0.9185 2.0731
H 2.5473 3.7495 1.0220
H -4.0442 0.4524 0.8453
H -1.6631 -3.1488 -1.5232
```

Properties
Frontier orbital gap = 5.5 eV
Maximum force = 1.492 eV/A
HOMO energy = -6.458 eV
Spin multiplicity = 1
Energy = -82996.1500 eV



[5]
DFT (ωB97M-V/def2-TZVPD) results for C7H32AgBN14O7 as an isolated structure in a non-equilibrium geometry.

Geometry as XYZ:
```
62
Properties=species:S:1:pos:R:3
Ag 0.7048 0.0009 -2.7560
O 3.0851 2.6368 -2.2685
O 2.7425 -2.4658 -1.2770
O -1.7382 -2.5829 -3.2805
O -6.7033 1.0779 -2.9968
O 3.3776 6.8127 2.7940
O -2.0420 2.4525 5.2543
O -2.2478 -4.7912 1.0484
N -4.9955 0.1262 -1.8478
N 3.1082 4.8826 -2.2493
N 3.9435 5.6569 4.5804
N -3.0074 -3.3750 -4.9937
N -0.6329 -3.3480 1.6813
N -3.0777 -4.2163 -2.9743
N -2.0580 0.5351 6.3800
N -0.5664 -5.4449 2.2440
N 3.5911 -4.5528 -1.3934
N 5.0072 3.7399 -2.4728
N -4.7373 1.4549 -3.6149
N 2.3333 4.9224 3.3447
N -2.0092 0.5527 4.2898
N 4.8820 -2.9243 -1.4173
C -5.5603 0.8705 -2.8040
C 3.7265 3.6986 -2.2999
C -1.2208 -4.5149 1.6121
C -2.4932 -3.3260 -3.7444
C 3.6817 -3.2797 -1.3263
C -2.0242 1.2728 5.3071
C 3.1917 5.8417 3.5147
B -1.0904 0.9517 -0.2282
H 4.5017 -4.9879 -1.4330
H -2.5039 -2.8183 -5.6694
H 5.4635 2.8430 -2.5588
H -3.8433 -4.7441 -3.3684
H 3.6413 5.7319 -2.3705
H -5.5664 -0.2833 -1.1222
H 5.6089 -3.5996 -1.2282
H -0.9102 -6.3928 2.3011
H 5.1185 -1.9723 -1.1767
H 4.5727 6.4158 4.8003
H 2.7613 -5.0354 -1.7073
H 2.4643 4.1479 3.9796
H -2.0565 0.8723 7.3321
H -1.9797 -0.4558 6.2006
H -1.0849 -2.6628 1.0928
H -2.7546 -4.2477 -2.0179
H -1.3436 -0.2043 4.2267
H 0.3573 -3.3742 1.8789
H -1.3501 1.1149 -1.2627
H 0.3222 -5.1542 2.6260
H 1.7574 4.8401 2.5191
H -3.7647 -3.9459 -5.3411
H 2.1008 4.9346 -2.1997
H 5.5907 4.5618 -2.5366
H -0.1741 0.3821 -0.2308
H -5.2710 1.9187 -4.3361
H 3.8218 4.7902 5.0845
H -2.0844 1.0279 3.4018
H -3.7701 1.1860 -3.7254
H -1.8682 0.3365 0.1969
H -4.0014 0.1908 -1.6817
H -0.9260 1.9191 0.2206
```

Properties
Frontier orbital gap (alpha / beta) = 6.1 / 2.3 eV
Maximum force = 10.146 eV/A
HOMO energy (alpha / beta) = -11.112 / -11.112 eV
Spin multiplicity = 2
Total charge = +1
Energy = -47637.0312 eV
ΔE to the lowest compared entry with this formula, charge and spin = 7.975 eV



[6]
DFT (ωB97M-V/def2-TZVPD) results for C24H44BF10N11O12S6 as an isolated structure in a non-equilibrium geometry.

Geometry as XYZ:
```
108
Properties=species:S:1:pos:R:3
S -2.3366 -2.3955 -3.5691
S -2.7259 -3.7732 -6.1483
S -0.4822 5.5280 1.5807
S -3.9927 -1.1120 3.4417
S -6.1365 -0.2765 1.3590
S -2.5257 3.7541 1.7974
F -6.6527 -1.6507 0.7850
F -1.7544 -3.3747 -2.3634
F 3.9421 0.7105 -5.3441
F 0.9765 5.1295 1.0802
F -4.7845 -2.0168 4.4434
F -2.4105 -5.1972 -5.8739
F 4.5406 2.5629 -4.0655
F 3.3690 0.6648 -3.0722
F 2.2697 2.0209 -4.3910
F -2.3404 2.2910 2.6812
O -2.8422 3.4583 0.4747
O -3.5754 -0.0358 4.2983
O -1.3894 -1.2510 -3.4860
O -0.2997 6.4512 2.7948
O -2.0185 -3.3554 -7.2953
O -2.9594 -1.8544 2.8734
O -4.0874 -3.4943 -5.9983
O -3.7238 -2.2226 -3.4198
O -7.2722 0.5215 1.8052
O -3.4063 4.6042 2.5864
O -5.4342 0.3272 0.2350
O -1.1799 6.0012 0.3999
N -1.0172 4.1288 1.9642
N 0.1462 2.1542 -1.4441
N 1.3913 -1.2750 -5.6461
N -5.1835 -0.7481 2.4615
N -1.9386 -3.2834 -4.7649
N 1.1135 -3.2798 -4.8030
N 0.5786 -4.0440 4.7397
N 2.3072 4.0105 4.1027
N -1.4057 0.7448 -1.0164
N 2.1191 2.4362 2.6724
N -0.0426 -5.8198 5.6999
C 0.0199 -5.2227 4.5747
C -2.7734 0.2730 -0.6959
C 0.7514 3.3109 -2.0885
C -0.1962 0.2042 -6.7914
C 2.6557 -1.6602 -5.1092
C 3.5933 3.5184 3.8889
C 0.7573 0.9143 -1.3532
C 0.8598 -2.9856 3.8065
C 1.5695 1.5659 1.6378
C 0.6740 -4.6067 -4.4772
C -0.3144 -2.3720 3.0665
C 0.9861 -3.9496 6.0686
C 1.4713 3.2724 3.4091
C 2.4410 -2.8575 -4.5238
C 2.6102 6.4359 4.2437
C 3.4913 2.5680 2.9058
C -1.1608 2.0173 -1.2444
C 2.1230 3.7104 -1.5305
C 2.0139 5.1757 4.8574
C 0.5514 -5.0541 6.6871
C 0.5987 -2.3390 -5.5397
C 1.2443 -0.0278 -6.4118
C -0.6122 -7.1609 5.9789
C -0.2203 0.0056 -1.0423
B 3.5734 1.5382 -4.2044
H 1.9083 6.7835 3.4731
H -0.1850 -1.0710 -0.9281
H 1.8435 0.8095 -1.4820
H -0.1963 1.2176 -7.1995
H -1.0150 -2.0212 3.8147
H -2.7355 -0.4291 0.1313
H -0.3562 -2.3556 -6.0390
H 0.2287 -5.1751 -5.2782
H -0.8194 0.1755 -5.9003
H 4.5171 3.8719 4.2444
H 2.4010 4.6694 -1.9818
H 0.5241 1.3275 1.8288
H -3.3869 1.1480 -0.4845
H 2.1258 3.8796 -0.4669
H 0.9122 5.2541 4.8946
H 0.8361 3.1658 -3.1613
H -3.1102 -0.2205 -1.5951
H 3.5820 6.1400 3.8000
H 2.2225 0.6904 1.6394
H -1.6696 -6.9995 6.1822
H -0.2114 -5.6604 3.6008
H -0.0174 -1.5018 2.4496
H 3.0742 -3.4414 -3.8549
H 1.5981 0.7533 -5.7354
H 1.5744 -3.1220 6.4181
H 0.0178 4.0929 -1.9206
H -0.0458 -7.7049 6.7214
H 0.6410 -5.4031 7.7063
H -0.6149 -0.4376 -7.5687
H 2.9360 3.0019 -1.7800
H -0.4940 -7.7052 5.0235
H -0.1287 -4.5076 -3.7552
H 1.4923 -5.2421 -4.0901
H 4.2694 2.0902 2.3116
H 2.3284 5.0301 5.8782
H 3.4702 -0.9686 -4.9809
H 1.5802 -3.4280 3.0956
H -1.9532 2.7521 -1.3130
H 0.4191 3.3810 3.2669
H 1.2729 -2.1549 4.3635
H 1.9161 -0.1516 -7.2581
H 1.6169 2.1737 0.7228
H 2.8575 7.1352 5.0189
H -0.7701 -3.1556 2.4998
```

Properties
Frontier orbital gap = 7.1 eV
Maximum force = 6.797 eV/A
HOMO energy = -8.428 eV
Spin multiplicity = 1
Energy = -159426.3026 eV



[7]
DFT (ωB97M-V/def2-TZVPD) results for C42H105ClN7O18 as an isolated structure in a non-equilibrium geometry.

Geometry as XYZ:
```
173
Properties=species:S:1:pos:R:3
Cl 0.3912 -0.9167 0.8347
O 0.5073 -2.2399 1.3356
O -0.4004 4.2377 3.0479
O 3.3271 -3.8576 -2.6617
O 1.0851 2.6822 3.6960
O 5.3244 -2.3347 1.9867
O -2.7135 0.7714 -1.6534
O 1.6064 -0.5067 0.2369
O -1.2303 -1.0623 -3.7534
O -0.7242 -0.7750 -0.0191
O -0.1301 3.0150 -0.8991
O 7.0312 1.7385 -0.8441
O 0.2554 -0.0374 1.9401
O 1.7280 -6.4889 1.2210
O -1.5003 4.1412 0.4929
O -1.1911 -5.9741 -0.4578
O -3.7584 -2.0024 0.9634
O -2.6466 4.9976 -3.2974
O -6.3512 1.2261 2.8926
N 1.4812 1.9094 0.9474
N 2.5161 -3.9875 0.0409
N -0.6093 1.6232 1.6981
N -1.6658 -3.6737 -2.1681
N 4.9712 -0.5591 -0.5415
N -1.8477 2.2640 -3.8056
N -3.6464 0.6413 2.2801
C 3.2752 -2.6940 -1.8429
C -1.6921 1.6113 0.7319
C 4.7297 0.8812 -0.7126
C 1.0999 3.0590 5.0789
C -1.1069 3.4244 -1.8627
C -2.4595 0.9620 -4.0509
C -2.7952 -0.4266 2.6358
C -2.2114 3.1956 -4.8681
C -2.4072 3.0113 0.4636
C -2.6769 -4.3666 -1.3943
C -2.3086 5.2654 0.1492
C 0.8586 2.1612 -1.4474
C 3.9794 -1.1066 0.4287
C -1.1913 -2.4286 -1.6119
C 5.7992 1.5183 -1.5909
C 1.8449 -5.2852 2.0118
C -0.5532 5.4939 3.6486
C 2.1901 -2.7820 -0.7254
C -0.6204 -6.5104 0.7697
C -0.5606 -1.0244 -4.9738
C -1.0753 1.9110 3.0494
C 2.7356 -7.4915 1.4574
C -0.4213 -1.6526 -2.7069
C 1.5972 -4.0822 1.1607
C -2.5490 -1.3013 1.4305
C -3.5026 -2.6960 -0.2236
C 2.5743 1.9301 1.9150
C -4.1155 1.4495 3.4159
C -2.9634 -0.1408 -0.5259
C -2.3367 6.3269 -2.8686
C 5.7822 -3.5463 2.6099
C 4.3978 -2.4957 0.8901
C 8.0911 2.4254 -1.5943
C -2.2547 0.0488 -2.8237
C 2.1297 1.8080 3.3881
C -2.0919 -4.9438 -0.1046
C -7.6537 1.7285 2.4912
C -1.4289 3.3511 3.4854
C 4.1283 -3.7772 -3.8405
C 2.0128 2.0896 -0.4427
C -5.3608 2.1791 3.0219
C -1.9664 4.6399 -4.5130
H -0.4580 -2.6295 -0.8309
H -1.9194 2.7182 -2.0338
H -3.2654 3.1478 -5.1417
H 3.0032 1.8309 4.0396
H -1.9999 -0.5611 -0.2378
H -2.2506 2.6291 -2.9544
H -8.0059 2.6453 2.9640
H 4.0076 -0.4936 1.3296
H -2.4015 0.8491 1.0543
H -0.3234 0.6546 1.6949
H -1.5179 5.9021 3.3473
H -3.6393 -0.9254 -0.8659
H -1.2245 1.1874 -0.1568
H 3.3115 1.1371 1.7899
H -3.4695 -3.6504 -1.1775
H -3.3805 0.4141 0.3145
H 1.2416 2.1711 5.6951
H -2.6070 -3.3173 -0.2342
H 0.4782 1.1491 -1.5857
H -2.1192 -0.6413 0.6770
H -3.2936 2.1144 3.6812
H -0.0041 -7.4028 0.6601
H -2.9409 6.5238 -1.9830
H 0.1199 3.5046 5.2499
H 6.4577 -3.2618 3.4166
H 1.7275 -3.2330 1.8316
H -1.3775 3.3062 4.5733
H 6.2387 -4.2454 1.9091
H 1.1206 0.9662 0.9261
H -2.4229 3.6440 3.1471
H -2.8517 3.0233 -0.5315
H -5.7073 2.9594 3.6996
H 0.3626 -0.4549 -5.0805
H -1.9569 0.4820 -4.8906
H -2.3331 5.2974 -0.9401
H 2.7014 1.2989 -0.7405
H -4.4270 0.8296 4.2566
H 0.1030 -5.7888 1.1494
H 7.9483 3.5007 -1.4874
H 4.2377 -4.7718 -4.2727
H -0.8846 4.7612 -4.4566
H -1.7937 6.2083 0.3331
H 1.7665 0.7935 3.5520
H 2.9641 -1.0824 0.0329
H 8.1125 2.2220 -2.6649
H -1.2042 -0.1901 -2.6579
H -1.7247 -1.9916 1.6101
H -2.8712 -5.2161 0.6072
H -1.5414 -4.1921 0.4610
H -1.5437 4.3857 -1.5922
H 3.1316 2.8668 1.9266
H -5.2269 2.6597 2.0528
H -2.6279 7.0281 -3.6506
H 2.0792 -1.9037 -0.0894
H 6.0488 0.9157 -2.4642
H -2.7493 -0.9173 -2.9240
H 5.1447 -3.4017 -3.7222
H 0.5658 -3.9242 0.8455
H 2.4796 -8.4180 0.9435
H -4.4837 0.1936 1.9358
H 2.8007 -5.1965 2.5283
H 1.1619 -5.2972 2.8612
H 4.9163 -4.0245 3.0678
H 0.2470 6.2098 3.4603
H 4.2754 -2.5675 -1.4285
H -0.3954 -2.0294 -5.3623
H 1.2322 -2.9671 -1.2115
H -8.4180 0.9555 2.5723
H 2.5931 3.0122 -0.4592
H -0.6210 3.6792 -2.8046
H -1.8843 -1.6636 -1.2617
H -2.2197 5.3228 -5.3239
H 1.8775 3.7444 5.4159
H 5.0230 -1.0792 -1.4057
H 4.7627 1.3719 0.2601
H 0.2612 -2.3521 -3.1895
H 4.8828 -3.0259 0.0706
H 3.6022 -3.1809 -4.5860
H -3.4676 -1.9589 -1.0258
H -1.0203 -4.3317 -2.5810
H -4.3966 -3.2810 -0.4392
H -1.2869 6.4030 -2.5854
H 5.4125 2.4828 -1.9199
H 3.6675 -7.0260 1.1365
H 3.1292 -1.8267 -2.4868
H -7.4827 1.9981 1.4490
H 3.8407 0.9592 -1.3385
H 3.5572 -3.0204 1.3443
H 9.0280 2.2898 -1.0540
H -0.3290 1.5070 3.7335
H -0.5568 5.5172 4.7383
H 2.4118 -4.8086 -0.5379
H 0.2599 -0.8953 -2.3188
H -3.1956 3.1377 1.2056
H -3.3127 5.2681 0.5733
H -1.8297 -0.0259 2.9444
H -1.3205 -6.6403 1.5949
H 1.3215 2.4704 -2.3845
H -3.1513 -5.1472 -1.9891
H -1.9673 1.3013 3.1933
H -3.5037 1.1930 -4.2619
H -1.7360 2.9794 -5.8249
H -1.2176 -0.5196 -5.6819
H 2.7450 -7.7783 2.5089
H -3.2322 -1.0162 3.4418
```

Properties
Frontier orbital gap = 4.8 eV
Maximum force = 18.802 eV/A
HOMO energy = -2.525 eV
Spin multiplicity = 1
Total charge = -1
Energy = -105008.7809 eV
ΔE to the lowest compared entry with this formula, charge and spin = 41.387 eV